1.
{
  "formula": "C44H54As3NO2SV",
  "method": "ωB97M-V with the def2-TZVPD basis set",
  "charge": 0,
  "s_squared": 0.81,
  "gap_ha": [0.197, 0.209],
  "energy_ev": -271124.925,
  "multiplicity": 2,
  "e_homo_ev": [-6.2, -6.2],
  "fmax_ha_per_bohr": 0.067,
  "elements": ["V", "O", "C", "C", "C", "C", "C", "C", "C", "C", "C", "O", "C", "C", "C", "C", "C", "C", "C", "C", "C", "C", "C", "C", "N", "C", "C", "C", "C", "C", "C", "C", "C", "C", "C", "C", "C", "H", "H", "H", "H", "H", "H", "H", "H", "H", "H", "H", "H", "H", "H", "H", "H", "H", "H", "H", "H", "H", "H", "H", "H", "H", "H", "H", "C", "As", "C", "C", "C", "C", "C", "As", "C", "C", "C", "As", "C", "C", "H", "H", "H", "H", "H", "H", "H", "H", "H", "H", "H", "H", "H", "H", "H", "H", "H", "H", "H", "H", "H", "H", "H", "H", "H", "H", "H", "S"],
  "coordinates": [[-10.040370, -2.883438, -20.543182], [-8.169225, -2.991219, -19.972012], [-7.261959, -3.745355, -20.717857], [-7.890391, -4.475588, -21.983299], [-9.130354, -5.293091, -21.875837], [-9.258010, -6.472365, -22.557616], [-10.452813, -7.233876, -22.462467], [-11.314279, -6.947309, -21.410833], [-11.184286, -5.698158, -20.767206], [-12.243508, -5.182035, -19.831194], [-11.796009, -4.427057, -18.586399], [-10.848014, -3.504956, -18.989998], [-12.892877, -3.623497, -17.858365], [-13.792577, -2.736375, -18.523462], [-14.872812, -2.156872, -17.874033], [-15.103270, -2.334733, -16.534539], [-14.185551, -3.103582, -15.815919], [-13.113761, -3.694690, -16.480786], [-11.151759, -5.494377, -17.640148], [-9.769583, -5.806357, -17.764268], [-9.324840, -7.007698, -17.285357], [-10.158167, -7.821471, -16.540685], [-11.527654, -7.511121, -16.464660], [-12.032265, -6.319388, -16.991782], [-10.122727, -4.881544, -21.023002], [-6.416263, -4.715927, -19.823117], [-5.674681, -4.215020, -18.647732], [-4.942041, -5.110941, -17.894424], [-5.043331, -6.491514, -18.032989], [-5.624787, -6.972779, -19.212560], [-6.355164, -6.136884, -20.061108], [-6.148714, -2.865803, -21.350046], [-6.356337, -1.514801, -21.585583], [-5.349447, -0.792762, -22.213823], [-4.136314, -1.321854, -22.621738], [-3.954094, -2.689388, -22.454760], [-4.900451, -3.410954, -21.706475], [-7.051213, -5.228229, -22.249243], [-8.001444, -3.685512, -22.759973], [-8.416790, -6.762634, -23.277119], [-10.666834, -8.108954, -23.038813], [-12.018635, -7.715201, -21.026512], [-12.864658, -6.064624, -19.597489], [-12.895708, -4.496622, -20.424797], [-13.619814, -2.500687, -19.583556], [-15.485406, -1.491458, -18.480303], [-15.794142, -1.690430, -15.999642], [-14.265731, -3.240469, -14.737010], [-12.450409, -4.297796, -15.868037], [-9.078057, -5.173370, -18.318187], [-8.273227, -7.354749, -17.473931], [-9.865670, -8.784191, -16.140536], [-12.204309, -8.190285, -15.979000], [-13.050245, -6.098103, -17.057768], [-5.524771, -3.125273, -18.454983], [-4.153181, -4.670930, -17.236507], [-4.672148, -7.124103, -17.233819], [-5.343056, -7.973723, -19.544421], [-6.822220, -6.493629, -20.957659], [-7.229234, -0.945890, -21.268173], [-5.591663, 0.275509, -22.498735], [-3.373443, -0.736811, -23.097764], [-2.993510, -3.099629, -22.823868], [-4.673763, -4.410850, -21.383345], [-9.182096, 1.517066, -20.437960], [-9.732277, 1.477477, -18.507125], [-11.464939, 2.314142, -18.695867], [-8.594742, 2.810786, -17.608990], [-8.619528, 2.911404, -16.018729], [-7.662352, 3.979381, -15.587081], [-8.139803, 1.547458, -15.435356], [-9.138453, -0.154107, -15.985512], [-7.481922, -1.347499, -15.892955], [-10.182473, -0.626193, -14.306609], [-10.066708, 3.336708, -15.683149], [-10.452048, 4.218433, -13.836095], [-11.974489, 5.304842, -14.486522], [-11.581176, 2.849201, -12.893692], [-9.263516, 2.471726, -20.938062], [-9.858736, 0.786834, -20.938060], [-8.132627, 1.182612, -20.558035], [-11.564637, 2.838124, -17.771963], [-12.187662, 1.475263, -18.701274], [-11.547508, 2.925651, -19.565118], [-8.983418, 3.774801, -18.029910], [-7.605177, 2.558861, -18.022588], [-6.649761, 3.800021, -16.065754], [-7.588399, 4.057596, -14.511816], [-7.988134, 4.954212, -16.016116], [-8.177810, 1.563830, -14.318311], [-7.090170, 1.402583, -15.771792], [-7.526405, -1.583559, -14.771923], [-6.621575, -0.779372, -16.129683], [-7.685716, -2.243882, -16.515749], [-9.895953, -1.641372, -13.998977], [-11.249416, -0.465785, -14.541370], [-9.879583, 0.116111, -13.549443], [-10.781394, 2.522751, -15.815993], [-10.380841, 4.087886, -16.426791], [-11.613571, 5.955690, -15.276239], [-12.555352, 5.927670, -13.815362], [-12.663811, 4.571626, -14.955230], [-10.868460, 2.139628, -12.369821], [-12.294295, 2.326498, -13.493156], [-12.160175, 3.420083, -12.234563], [-11.011496, -1.905333, -22.072060]],
  "forces_ev_per_a": [[0.6, -1.2, 2.8], [-1.2, -0.2, -1.4], [1.4, -0.3, 0.0], [2.0, -0.4, 0.0], [-0.7, 0.0, 1.7], [0.1, -1.2, -2.1], [1.0, 0.6, 1.5], [0.0, 0.3, 0.4], [1.0, 0.5, 0.2], [-1.6, -0.4, -0.9], [1.1, 0.2, 1.3], [0.8, 1.6, -1.1], [-1.8, 0.7, 0.0], [1.0, -1.2, -0.5], [0.3, 0.5, -1.3], [0.8, 0.3, 1.2], [0.0, 0.3, -0.4], [0.3, -0.7, 0.4], [0.8, 1.0, -1.6], [-1.2, 0.6, -0.5], [1.8, -0.9, 0.6], [-1.8, -0.4, -0.4], [0.5, 0.4, 0.4], [2.1, -1.7, -0.1], [-0.2, -0.8, -1.6], [-0.5, -1.2, 2.4], [-0.6, -0.1, -2.6], [0.6, 0.9, 0.9], [-0.2, 0.3, -0.9], [0.3, -0.2, 0.3], [0.5, 2.6, 0.7], [0.2, 0.3, 0.2], [0.4, 0.3, -0.2], [-0.4, 2.2, -0.7], [-0.8, -0.9, -0.1], [0.5, 0.1, 0.8], [-0.1, 0.3, -0.8], [-1.4, 1.6, -0.4], [0.1, -0.6, 0.3], [-1.5, 0.4, 1.1], [0.4, -0.4, -0.4], [0.1, 1.0, -0.6], [0.0, 0.5, 0.2], [0.4, -0.4, 0.2], [-0.2, -0.2, 0.4], [-0.1, -0.1, 0.3], [-0.4, -0.5, -0.2], [0.0, 0.1, -0.3], [0.0, 0.2, -0.1], [-0.4, 0.1, 0.0], [-1.0, 0.6, 0.3], [0.3, 0.1, 0.0], [-0.1, -0.3, 0.2], [-1.5, 0.0, 0.2], [-0.4, -1.0, -0.4], [-1.1, -0.6, 0.0], [0.5, -0.2, -0.5], [-0.8, -0.1, 0.3], [0.0, -0.5, -0.1], [-0.1, -0.6, -0.1], [0.5, -1.2, 0.7], [0.0, 0.3, -0.2], [-0.8, -0.2, 0.5], [0.1, -0.4, -0.3], [0.3, -0.2, 0.2], [0.4, -1.5, -1.5], [-0.2, -1.1, 0.4], [-0.5, 1.1, -0.2], [-0.8, -1.3, -1.4], [1.3, 1.0, -1.5], [-0.5, -0.2, 0.5], [0.2, -0.3, 0.4], [-2.6, -0.6, 2.2], [1.0, 0.9, -0.1], [-0.5, 0.3, 0.9], [-0.2, -0.5, -0.4], [-0.4, -0.9, -1.0], [2.4, -0.7, -0.5], [-0.2, 0.4, -0.1], [0.5, 0.5, 0.3], [-0.6, 0.0, 0.2], [-0.6, 0.7, 0.4], [0.2, 0.6, -0.2], [-0.2, 0.6, -0.5], [0.9, -0.4, 0.3], [-0.1, 0.4, 0.3], [-0.9, 0.1, 0.8], [0.1, 0.0, 0.2], [0.1, -0.4, 0.5], [0.3, 0.1, -0.7], [-0.6, 0.1, 0.4], [0.7, -0.1, -1.6], [0.9, 0.3, -0.4], [0.4, 0.6, 0.4], [-0.5, 0.3, 0.0], [0.5, -0.5, 0.1], [-0.2, -0.5, 0.1], [0.1, -0.2, 0.2], [0.2, 0.0, 0.4], [0.1, 0.1, -0.2], [0.3, -0.2, 0.6], [0.2, 0.5, 0.2], [-1.1, 0.8, -0.5], [-0.2, -0.5, -0.8], [-0.6, 0.8, 1.5], [0.4, -0.2, 0.3]],
  "mulliken_charge": [0.74, -0.50, 3.02, -1.79, 0.52, -0.69, -0.94, -1.15, 0.95, -1.36, 2.42, -0.26, -0.34, -0.24, -0.80, -0.59, -0.88, -0.32, 0.41, -0.62, -0.38, -0.81, -1.11, -0.72, 1.01, -0.15, -0.31, -0.60, -0.63, -1.00, 0.09, -0.15, -0.53, -0.36, -0.55, -0.92, -0.33, 0.54, 0.56, 0.35, 0.45, 0.39, 0.37, 0.49, 0.27, 0.40, 0.35, 0.39, 0.55, 0.54, 0.24, 0.41, 0.39, 0.69, 0.37, 0.30, 0.42, 0.36, 0.23, 0.05, 0.28, 0.43, 0.34, 0.40, -1.12, 0.52, -1.02, -1.82, 2.78, -2.22, -1.87, 0.75, -1.14, -1.30, -1.91, 0.29, -1.16, -1.20, 0.50, 0.29, 0.13, 0.24, 0.27, 0.38, 0.47, 0.46, 0.46, 0.54, 0.38, 0.47, 0.47, 0.39, 0.41, 0.20, 0.41, 0.27, 0.32, 0.55, 0.64, 0.34, 0.38, 0.31, 0.25, 0.36, 0.49, -0.68]
}


2.
{
  "formula": "C27H45N13O4SV",
  "method": "ωB97M-V with the def2-TZVPD basis set",
  "charge": 3,
  "s_squared": 2.01,
  "gap_ha": [0.191, 0.217],
  "energy_ev": -92785.988,
  "multiplicity": 3,
  "e_homo_ev": [-15.9, -15.9],
  "fmax_ha_per_bohr": 0.090,
  "elements": ["V", "N", "N", "C", "N", "N", "N", "O", "O", "H", "H", "H", "H", "H", "C", "C", "N", "C", "C", "C", "C", "C", "C", "C", "C", "C", "N", "C", "H", "H", "H", "H", "H", "H", "H", "H", "C", "N", "C", "N", "O", "H", "H", "H", "H", "H", "H", "C", "C", "C", "S", "O", "C", "C", "C", "H", "H", "H", "H", "H", "H", "H", "H", "H", "H", "H", "H", "H", "H", "C", "N", "C", "N", "C", "N", "C", "N", "C", "C", "H", "H", "H", "H", "H", "H", "H", "H", "H", "H", "H", "H"],
  "coordinates": [[-1.513265, -0.534565, -0.442901], [0.093979, 0.623948, 0.488125], [-0.341976, 1.460854, 1.489522], [-1.612469, 1.427399, 1.851945], [-1.996370, 2.087240, 2.985480], [-2.413082, 0.687810, 1.032824], [-3.736689, 0.825127, 1.033131], [-4.324288, 1.660067, 1.775804], [-4.346617, 0.175640, 0.116205], [0.637852, -0.185704, 0.862501], [0.725549, 1.124139, -0.137158], [0.320999, 1.916327, 2.101118], [-1.508776, 2.939850, 3.226324], [-2.982142, 2.007780, 3.212858], [-2.181000, -3.509093, 2.838286], [-1.784530, -2.319388, 2.247147], [-1.556474, -2.156376, 0.900420], [-1.876595, -3.274703, 0.189628], [-2.180041, -4.590947, 0.742884], [-2.257231, -4.708983, 2.116022], [-2.479048, -5.710865, -0.116262], [-2.456389, -5.573988, -1.470349], [-2.005562, -4.399895, -2.046187], [-1.651162, -4.343736, -3.396662], [-1.014309, -3.204459, -3.891391], [-0.752617, -2.170524, -3.001590], [-1.230817, -2.080091, -1.759401], [-1.726461, -3.243012, -1.231369], [-2.438289, -3.431938, 3.873867], [-1.429435, -1.500387, 2.879729], [-2.441024, -5.688999, 2.620893], [-2.717267, -6.682555, 0.313343], [-2.796879, -6.357919, -2.127130], [-1.948578, -5.162589, -4.050970], [-0.744852, -3.202832, -4.992867], [-0.095403, -1.346775, -3.276372], [4.274653, -0.547143, -1.732162], [4.199430, 0.860312, -2.230679], [3.201935, 1.652931, -1.915720], [3.182232, 2.884251, -2.493368], [2.277393, 1.178567, -1.158557], [4.792664, -1.155579, -2.473078], [3.267377, -0.862091, -1.616736], [4.805402, -0.595577, -0.748578], [4.856415, 1.130498, -2.937510], [3.823346, 3.215980, -3.211935], [2.580912, 3.588298, -2.111391], [1.222561, -0.950869, 5.697368], [2.508024, -0.152541, 5.408884], [3.342272, -0.950772, 4.378554], [3.014916, -0.536918, 2.651269], [1.671165, 0.171103, 2.430941], [4.352492, 0.641139, 2.217977], [3.932626, 2.100817, 2.035597], [4.566378, 3.084499, 3.035126], [1.458255, -2.045369, 5.623156], [0.509900, -0.639069, 4.898577], [0.688355, -0.663360, 6.641270], [3.183807, -0.032645, 6.248578], [2.277461, 0.896746, 5.084044], [3.107890, -2.005370, 4.473133], [4.434952, -0.869307, 4.551778], [4.599656, 0.286862, 1.231827], [5.238401, 0.509246, 2.855488], [2.839900, 2.211275, 1.994573], [4.205950, 2.409465, 1.018131], [4.382482, 2.869450, 4.088073], [4.242625, 4.084250, 2.838369], [5.666083, 3.142856, 2.968747], [-0.763084, 1.207281, -2.804011], [-1.090075, 2.192413, -3.862331], [-2.136358, 1.680396, -4.723639], [-3.394541, 1.421474, -3.860213], [-3.056856, 0.483220, -2.789206], [-1.968759, 0.968566, -1.932310], [-2.386394, 2.268354, -1.391006], [-2.684680, 3.307153, -2.407935], [-1.496910, 3.496308, -3.219864], [-3.741382, 2.707983, -3.247989], [0.064931, 1.654424, -2.211836], [-0.464052, 0.276577, -3.292393], [-1.689260, 0.783710, -5.079295], [-2.422960, 2.289196, -5.584285], [-2.822750, -0.512210, -3.256259], [-3.908349, 0.361224, -2.123387], [-1.614592, 2.687727, -0.714514], [-3.323524, 2.165884, -0.809543], [-0.631467, 3.950297, -2.717244], [-1.709397, 4.166050, -4.086275], [-4.071503, 3.474279, -3.954240], [-4.634680, 2.501885, -2.631385]],
  "forces_ev_per_a": [[-0.3, 1.9, 0.8], [-0.6, -1.9, -1.5], [-0.6, 0.4, 0.5], [-1.0, 1.1, 1.6], [0.2, -1.0, -1.9], [1.5, -0.9, 0.1], [-4.4, 1.5, -0.4], [1.6, -2.5, -1.7], [2.1, 0.9, 2.3], [0.3, 1.1, 0.7], [0.6, 0.1, -0.4], [0.6, -0.5, 0.0], [0.0, -0.1, 0.3], [0.1, 0.4, -0.1], [0.0, -0.4, -0.3], [1.2, 0.8, -1.0], [-1.2, -1.4, 1.3], [-0.1, -2.1, -0.5], [0.2, 0.9, -1.2], [-0.5, 0.6, 1.5], [0.1, 0.2, -0.4], [-0.8, -1.2, 1.3], [1.2, 2.4, 0.5], [-0.4, 1.1, -0.7], [-0.1, -1.3, -1.0], [0.4, 1.1, -0.7], [0.8, -1.4, -0.1], [-0.6, -0.6, -0.5], [0.3, -0.4, 0.5], [-0.6, -0.1, -0.2], [0.1, 1.0, -0.5], [-0.1, 0.3, 0.1], [0.2, -0.3, 0.0], [0.3, 0.1, 0.1], [0.0, 0.4, 1.7], [-0.4, -0.3, -0.3], [0.9, 1.3, 0.1], [1.4, -1.9, -0.1], [-1.9, -0.5, 0.6], [-0.3, 0.2, 0.1], [0.7, 1.6, -0.7], [0.0, 0.1, 0.1], [-0.7, -0.6, 0.2], [-0.4, 0.0, -0.9], [0.3, 0.2, 0.0], [-0.1, -0.5, 0.5], [-0.2, 0.0, 0.1], [-0.6, 0.6, -0.1], [0.2, 0.2, -0.3], [0.0, 1.0, 0.4], [0.4, -0.6, -0.8], [0.6, -0.3, 0.9], [-0.3, 0.4, -0.2], [0.2, 0.7, 0.1], [0.7, -0.4, 0.1], [-0.6, 1.0, 0.4], [0.3, -0.7, 0.3], [0.8, -0.5, -0.6], [-0.3, -0.1, 0.5], [0.2, -1.0, 0.0], [0.0, -0.2, -0.1], [-0.6, 0.2, -0.4], [0.3, -0.4, -0.3], [-0.5, 0.0, 0.0], [0.1, -0.2, 0.4], [0.2, -0.1, 0.2], [-0.4, -0.2, 0.0], [-0.4, 0.7, -0.1], [-0.3, -0.3, -0.3], [0.3, 1.8, -1.1], [0.6, 0.8, 1.2], [-1.2, -0.3, 1.7], [1.7, 0.3, -0.7], [-1.2, -0.6, -1.6], [1.2, -0.9, 0.6], [-0.7, 2.5, 1.0], [0.5, -1.7, 0.6], [0.3, -0.2, -2.1], [-1.4, 0.4, 0.3], [-0.5, -0.6, -0.2], [-0.1, 0.4, 0.3], [-0.4, -1.2, -0.6], [0.2, 0.3, 0.4], [0.0, 0.9, 0.5], [-0.3, -0.1, -0.2], [-0.1, -0.4, -0.4], [0.6, -0.1, -0.5], [-0.4, -0.3, 0.4], [-0.1, -0.3, 0.8], [0.3, -0.4, -0.4], [0.4, 0.3, 0.0]],
  "mulliken_charge": [0.46, 0.84, -0.12, 0.34, -0.36, 0.19, 0.58, -0.67, -0.57, 0.35, 0.12, 0.16, 0.26, 0.24, -1.07, 0.00, 0.41, 0.13, 0.58, -0.51, -1.09, -0.85, 0.79, -0.54, -1.29, -0.03, -0.01, 0.57, 0.50, 0.28, 0.47, 0.43, 0.47, 0.49, 0.41, 0.65, -0.65, -0.23, 0.61, -0.45, -0.80, 0.36, 0.15, 0.16, 0.22, 0.18, 0.20, -0.74, -0.23, -1.00, 0.23, -0.51, -0.22, 0.51, -1.63, 0.32, -0.11, 0.36, 0.37, 0.18, 0.56, 0.44, -0.28, 0.60, -0.28, 0.14, 0.35, 0.43, 0.39, -0.37, -0.01, -0.67, 0.02, -0.91, 2.43, -1.19, 0.12, -0.63, -0.78, -0.04, -0.12, 0.36, 0.31, 0.13, 0.34, 0.06, 0.33, 0.23, 0.39, 0.36, 0.39]
}


Question: Among the records above, which one has the highest charge?
Answer: C27H45N13O4SV